Record 1
Density functional theory data (ωB97M-V/def2-TZVPD) for a structure of composition C4H3ClN3O3P.

Summary:
F_max: 0.0247 hartree/bohr
Kohn-Sham gap: 7.1849 eV
DFT total energy: -36623.2532 eV

The geometry in ORCA input format:
```
! RIJCOSX wB97M-V def2-TZVPD def2/J DEFGRID3
* xyz -2 1
Cl 2.283 1.028 1.979
P -0.237 4.121 -1.409
O -1.362 4.130 -2.387
O 0.673 2.581 -1.735
O 0.747 5.224 -1.405
N 0.264 1.720 -0.793
N -1.059 1.506 1.161
N -0.751 3.559 0.103
C 0.011 -0.384 0.150
C -0.764 0.235 1.134
C 0.542 0.437 -0.822
C -0.544 2.308 0.210
H 1.184 0.094 -1.623
H 0.246 -1.434 0.183
H -1.188 -0.354 1.943
*
```

Atomic partial charges in e from the Löwdin method, atoms 1 to 5: atom 1 (Cl): -0.68, atom 2 (P): 0.28, atom 3 (O): -0.40, atom 4 (O): -0.14, atom 5 (O): -0.38

***

Record 2
Density functional theory data (ωB97M-V/def2-TZVPD) for a cluster of 2 separate species, C4H3ClNS in total.

Summary:
F_max: 0.0985 hartree/bohr
Kohn-Sham gap: 6.7490 eV
ΔE to the lowest compared entry with this formula, charge and spin: 134.8 kJ/mol
DFT total energy: -29043.5525 eV

The geometry in ORCA input format:
```
! RIJCOSX wB97M-V def2-TZVPD def2/J DEFGRID3
* xyz -1 1
Cl -1.123 -2.432 -0.183
S -1.825 0.510 -1.823
N 0.637 -0.866 0.971
C -0.605 0.274 -0.723
C -0.535 -0.863 0.253
C 1.230 0.189 0.514
C 0.578 0.949 -0.447
H 0.826 1.908 -0.811
H -1.323 -0.165 1.366
H 2.141 0.496 0.882
*
```

Atomic partial charges in e from the Löwdin method, atoms 1 to 5: atom 1 (Cl): 0.59, atom 2 (S): 0.39, atom 3 (N): -0.06, atom 4 (C): -0.94, atom 5 (C): -0.91

***

Record 3
Density functional theory data (ωB97M-V/def2-TZVPD) for a cluster of 2 separate species, C4H3ClO2 in total.

Summary:
F_max: 0.0583 hartree/bohr
Kohn-Sham gap: 7.8763 eV
ΔE to the lowest compared entry with this formula, charge and spin: 378.3 kJ/mol
DFT total energy: -20809.4953 eV

The geometry in ORCA input format:
```
! RIJCOSX wB97M-V def2-TZVPD def2/J DEFGRID3
* xyz 0 1
Cl 1.389 1.010 1.886
O 0.440 -1.701 1.230
O -1.812 2.552 0.391
C 0.143 -0.860 -1.037
C -0.991 1.856 0.119
C 0.054 0.415 1.147
C 0.292 -0.850 0.406
H 1.133 -0.748 -1.372
H -0.179 -1.724 -1.626
H -0.469 0.051 -1.145
*
```

Atomic partial charges in e from the Löwdin method, atoms 1 to 5: atom 1 (Cl): 0.75, atom 2 (O): 0.09, atom 3 (O): 0.15, atom 4 (C): -0.01, atom 5 (C): -0.05

***

Record 4
Density functional theory data (ωB97M-V/def2-TZVPD) for an isolated molecule of C4H3ClO2.

Summary:
F_max: 0.0806 hartree/bohr
structure (SMILES): CC(=O)OC#CCl
Kohn-Sham gap: 10.0213 eV
ΔE to the lowest compared entry with this formula, charge and spin: 239.0 kJ/mol
DFT total energy: -20810.9382 eV

The geometry in ORCA input format:
```
! RIJCOSX wB97M-V def2-TZVPD def2/J DEFGRID3
* xyz 0 1
Cl -1.723 0.536 -3.916
O 0.475 0.729 -0.371
O -1.383 -0.316 0.457
C -0.112 0.779 -1.535
C 0.771 -0.454 1.644
C -0.182 -0.118 0.578
C -0.786 0.516 -2.528
H 0.541 -0.035 2.579
H 1.721 -0.120 1.231
H 0.678 -1.516 1.860
*
```

Atomic partial charges in e from the Löwdin method, atoms 1 to 5: atom 1 (Cl): 0.66, atom 2 (O): 0.04, atom 3 (O): 0.13, atom 4 (C): -0.18, atom 5 (C): 0.03

***

- The lowest DFT total energy belongs to which entry?
  C4H3ClN3O3P